Entry 1:
The following is a quantum chemistry calculation of C40H56FGeMnN2O2Sb as an isolated structure in a non-equilibrium geometry, from the OMol25 dataset.

```
104
Properties=species:S:1:pos:R:3:forces:R:3
H 2.00261 -2.12635 1.54724 -0.06 0.26 0.07
C -2.97849 -4.39085 1.39604 0.21 0.18 -0.55
C 0.45671 -2.47955 -1.30486 -0.02 -0.32 -0.02
H -4.31839 1.65205 -0.84396 -0.02 0.06 0.02
C 1.88691 3.42285 -1.53966 0.29 -0.20 0.44
F -2.93579 5.91025 0.26994 0.05 -0.07 -0.01
C 4.92881 3.83545 0.08354 -0.70 -0.29 0.06
Sb 2.87691 2.90475 0.37444 -0.02 0.94 -0.20
H -2.31259 4.51725 -1.83806 0.00 0.07 -0.02
C 4.79731 -0.62015 -0.31416 0.29 -0.18 0.24
H 2.95831 2.03865 -2.79656 0.07 -0.13 -0.09
H -4.23109 -5.55665 4.87414 0.00 -0.01 0.09
C 1.67521 4.37345 1.53684 0.40 -0.35 -0.20
C -0.65719 -4.66435 -0.93466 -0.70 0.15 0.20
H -0.55159 0.41535 1.33884 -0.27 -0.13 -0.35
H 0.80391 4.47955 3.50254 -0.08 0.04 0.13
H -1.17309 2.32565 -1.78816 -0.03 -0.08 -0.11
H 5.26851 3.38005 -0.85356 -0.07 -0.05 -0.01
H 2.32041 5.53615 -1.58606 0.09 0.14 -0.03
H -2.46379 -6.06965 -2.63816 0.09 -0.07 -0.01
H 2.51861 4.06575 3.49564 0.10 -0.05 0.13
H 2.25781 6.16165 0.45894 0.08 0.15 -0.04
H 5.42681 3.71935 2.17334 0.05 0.04 0.19
H -4.19759 -7.15185 -3.97556 0.01 -0.02 -0.03
C 5.80441 3.34195 1.22494 -0.14 -0.17 -0.15
C -3.91899 0.64945 -0.78496 -0.05 0.06 0.02
C -2.33709 -5.41285 2.08104 0.18 -0.04 -0.15
C -3.84399 -0.13785 -1.92156 -0.05 0.14 -0.08
H 1.33691 6.45365 1.92674 -0.09 0.09 0.08
C -2.77599 -5.82745 3.32634 0.04 -0.13 0.15
C 5.06201 5.34195 -0.02756 -0.07 -0.06 -0.15
H 5.55631 -2.00855 1.11834 -0.04 -0.08 -0.02
C -3.87679 -5.22495 3.90904 -0.01 -0.03 0.07
C -4.07939 -3.79395 1.99924 -0.10 0.14 -0.14
H 3.75081 0.41645 -1.70536 -0.16 -0.09 -0.01
H 3.99761 -1.83385 2.82774 -0.06 0.24 -0.11
N 3.57051 -0.33705 -1.04826 -0.56 -0.19 -0.43
C -2.89639 -1.94175 -0.62526 0.27 -0.63 0.05
C 3.77061 -1.18045 1.96974 0.33 -0.19 0.06
H -3.34169 -2.05725 -2.71336 -0.03 -0.03 -0.13
H 1.34871 2.43455 -3.37846 -0.09 -0.09 -0.12
H 1.51361 1.32275 -1.99256 0.21 0.50 -0.54
N 2.33251 -1.16855 1.69144 -0.52 -0.09 -0.17
C -3.46909 0.15035 0.42544 -0.20 0.02 0.13
H 4.06361 -2.52855 0.32124 0.09 -0.20 0.02
C -2.02349 4.06245 -0.90056 -0.22 0.48 0.27
C -5.12299 -4.30735 -1.57116 -0.01 0.15 0.14
C -1.97169 4.14405 1.51794 -0.35 0.49 -0.28
H 5.12401 0.31755 0.14544 0.07 -0.08 0.01
C -2.30609 4.70505 0.29594 0.08 -0.05 0.05
C 0.07201 -3.80185 -1.94246 -0.11 0.18 0.19
H 5.59781 -0.96615 -0.98726 -0.14 0.14 0.11
H 5.81711 2.25445 1.28034 0.08 -0.11 0.08
C -2.94459 -1.12815 0.49744 -0.02 -0.07 0.10
C -0.44469 0.92415 0.36954 1.27 -1.30 -0.34
C 4.57881 -1.67385 0.76734 -0.13 0.44 0.05
H 6.08091 5.59025 -0.32836 0.15 0.08 0.00
C 2.41221 4.66515 -2.22906 -0.08 -0.04 0.16
O 1.10821 -1.64705 -1.98696 0.43 0.77 -0.03
H -2.26099 -6.62235 3.84774 0.04 -0.07 0.00
H 0.85361 3.59405 -1.23536 0.06 -0.03 0.08
H -4.19479 0.25145 -2.86926 0.02 -0.04 -0.03
H -5.39319 -3.50825 -0.89536 -0.08 0.13 0.06
H 4.07161 -0.15945 2.22394 0.01 -0.10 0.02
H 1.82981 -0.80935 2.50274 0.03 -0.09 -0.19
C 1.93231 2.23365 -2.47986 -0.27 -0.31 0.35
C -1.35969 2.91125 1.54314 0.15 -0.51 -0.57
H -0.55629 -3.58545 -2.81046 0.13 0.02 -0.10
H 3.45251 4.53885 -2.52306 0.14 0.10 -0.05
H -5.38339 -3.72095 3.69614 -0.06 0.03 -0.01
C -3.79509 -4.71225 -1.65046 0.44 0.14 0.31
H 3.29431 -1.14915 -1.60696 0.09 0.19 -0.03
H -1.48579 -5.89975 1.62714 0.14 -0.10 0.00
H -7.13199 -4.56805 -2.26176 -0.05 0.02 0.04
H -2.57439 -1.50905 1.43944 0.00 0.04 0.12
H 0.69651 4.27745 1.06324 0.07 -0.11 -0.08
H 4.39201 5.77305 -0.76226 -0.09 0.12 -0.04
C -6.10679 -4.90405 -2.33686 -0.17 0.00 -0.01
H -0.78969 0.30265 -0.48656 -0.55 0.11 0.60
H -0.83089 -5.66525 -1.32946 -0.08 -0.03 0.00
O 0.14091 -2.26165 -0.10956 0.35 0.37 0.29
H -1.13019 2.45905 2.49634 0.06 -0.10 0.12
H -3.53419 0.76125 1.31544 0.08 0.06 0.03
Ge -2.44229 -3.86465 -0.44556 -0.32 -0.40 0.00
H 1.82861 4.86185 -3.12796 -0.05 0.04 -0.19
C -3.48689 -5.73525 -2.53646 0.26 -0.03 0.03
C -5.78039 -5.93655 -3.19976 -0.03 -0.07 -0.07
H 3.02461 5.97165 2.04524 0.12 0.12 0.01
H -6.54789 -6.41905 -3.78746 -0.06 -0.02 -0.06
C -4.52709 -4.20085 3.24264 -0.11 0.01 0.11
Mn 1.30451 -0.17885 -0.22846 0.58 -0.48 0.40
H 0.98561 -4.28115 -2.30856 -0.05 0.10 -0.05
C -4.46399 -6.34825 -3.30156 -0.06 -0.14 -0.16
C -3.35039 -1.42825 -1.83346 0.08 -0.19 -0.19
C -1.04389 2.21665 0.35544 -0.43 1.19 -0.09
H 6.82851 3.69605 1.09874 0.12 0.00 0.06
H -2.21249 4.66645 2.43384 -0.04 0.06 0.01
H -0.04269 -4.76525 -0.04076 -0.13 0.00 0.09
C 1.57211 3.90935 2.97964 -0.04 -0.12 -0.20
H -4.59549 -2.99585 1.48534 -0.10 0.10 0.00
C 2.10741 5.82435 1.48034 -0.02 -0.09 -0.14
H 4.88051 5.81205 0.93324 -0.04 0.14 0.09
C -1.39379 2.84075 -0.86336 0.15 -0.38 0.54
H 1.31431 2.85205 3.03074 -0.04 -0.06 0.14
```
Forces are in eV/Å.

Computed properties:
Calculated total energy (Ha): -5385.82274
Multiplicity: 6
Charge: 0
⟨S²⟩: 8.7591
Kohn-Sham gap (spin up / spin down) (eV): 6.73 / 7.06

Results of the Mulliken charge analysis, in e, for atoms 1 through 8: atom 1 (H): 0.159, atom 2 (C): 0.121, atom 3 (C): 1.233, atom 4 (H): 0.346, atom 5 (C): 1.657, atom 6 (F): -0.409, atom 7 (C): 0.317, atom 8 (Sb): -0.334


Entry 2:
The following is a quantum chemistry calculation of C40H57N6Sc as an isolated structure in a non-equilibrium geometry, from the OMol25 dataset.

```
104
Properties=species:S:1:pos:R:3:forces:R:3
C -4.89200 0.30630 3.46339 0.00 -0.01 0.00
H -4.85635 -3.59298 -1.23267 0.00 0.01 0.00
Sc -0.01550 0.88927 0.09429 0.77 -0.93 -0.34
C 2.65446 -3.49588 0.57309 -0.03 -0.01 0.01
C 1.20975 5.92068 -1.63807 -0.03 0.01 -0.01
H -4.02817 -1.22785 4.59618 0.00 0.00 0.00
H -2.28852 3.48958 -1.23967 0.00 0.01 0.00
H 1.38821 -3.60754 -3.20794 0.00 0.01 -0.01
H -2.86989 0.60324 -2.01681 0.01 -0.01 -0.01
H 2.22488 -3.30150 1.55940 0.00 0.01 -0.01
C -0.87893 2.39199 -2.45259 0.04 -0.03 0.02
C -1.87815 -2.61037 -2.25859 0.01 -0.06 0.05
H 1.78945 1.34187 -3.42780 0.01 0.00 0.00
H -3.41197 -1.80700 0.58458 0.00 0.00 -0.01
C 0.17409 1.74970 3.77585 -0.02 0.00 0.02
C 3.33732 0.00852 -0.70604 0.04 0.02 0.02
H 0.53757 -0.25604 -3.74678 0.00 -0.01 0.00
C 2.68521 1.22861 -2.82288 0.00 0.02 -0.03
C -2.61751 -0.69174 3.15199 0.08 0.01 0.01
H -0.61250 1.95499 3.04461 -0.01 -0.01 -0.04
H 4.95095 -1.73961 1.31188 -0.02 0.00 -0.02
H 0.76584 6.70199 -2.24471 0.00 0.00 0.00
H -1.79656 -4.74501 -2.84703 0.01 0.00 0.00
C 1.24200 -1.08704 -3.68059 0.01 0.04 -0.03
C 2.13557 1.93777 2.09554 -0.01 -0.03 -0.04
H -3.38129 -3.99961 -3.11094 0.01 0.01 -0.01
H -1.07251 -5.26840 -0.62309 0.02 0.00 0.00
H 4.16756 1.58625 0.54054 -0.01 0.01 0.00
H -4.25421 2.18583 0.70570 0.00 0.00 0.02
H 3.46544 -1.62557 2.23008 0.00 0.00 0.00
C -2.77319 0.74308 1.06565 -0.06 0.04 0.03
C -1.23420 -3.14626 -0.00046 -0.01 0.02 0.02
H 2.12715 -4.34358 0.14354 -0.01 0.02 0.02
H -1.34551 -2.81350 1.03136 0.00 0.01 0.00
C -2.29594 2.64657 -1.93641 -0.01 0.02 0.00
C 2.59637 -2.26488 -0.29812 0.00 -0.01 0.00
N 1.39851 2.22182 0.86186 -0.11 0.16 0.05
H -3.88539 -1.44315 -1.07252 0.00 0.00 0.00
C -1.78740 -4.58136 -0.17288 -0.07 -0.01 -0.05
H 2.19456 2.33011 4.18020 0.00 0.00 0.00
C 1.67426 -3.65964 -2.16233 -0.09 0.02 -0.03
C 3.07846 5.42611 -0.13012 0.02 0.00 0.02
H -4.30714 -3.96881 0.40700 -0.01 0.01 0.01
H 3.68486 -3.81389 0.74574 0.01 0.01 -0.02
N -0.71805 -0.20555 1.76805 -0.11 0.24 0.01
H -0.17432 -3.11103 -0.24510 -0.01 0.02 0.00
H -5.75420 0.30061 4.11701 0.01 0.00 0.00
N 0.09510 2.36738 -1.36941 -0.17 0.30 0.10
N -1.95702 -2.21239 -0.85774 -0.09 0.06 0.00
C -3.35650 -2.15901 -0.44399 0.01 -0.03 -0.01
C 3.25685 -1.11063 0.13641 0.01 -0.01 -0.02
H 2.82204 2.16143 -2.28289 -0.01 -0.01 0.01
C 0.76295 3.48384 -1.03321 -0.09 0.15 0.09
H 1.96570 -0.94159 -4.48565 0.01 -0.01 0.01
H -0.36917 4.74637 -2.27005 0.00 0.00 0.00
C 2.72545 4.19172 0.39280 -0.08 0.03 0.11
C -3.86841 -0.57004 3.74893 -0.03 -0.01 0.00
H 3.52906 1.11903 -3.51083 -0.01 -0.01 0.01
C 0.28327 0.24048 4.03488 0.02 -0.02 0.00
C 4.03458 -1.15316 1.42811 0.00 0.00 0.02
H 1.22330 0.02084 4.54964 0.00 0.00 0.00
H -3.94292 1.57488 -1.04580 -0.02 0.03 0.00
C 2.40105 6.24144 -1.01700 0.00 -0.01 0.01
N -2.15353 0.91364 -0.10650 0.07 0.29 0.22
C 1.46879 2.44683 3.36950 0.05 0.02 0.03
H 0.88865 -4.20158 -1.62830 -0.02 0.02 -0.01
H -1.96719 -1.40248 3.64698 -0.01 0.01 0.02
H -0.17326 2.22014 4.69735 0.01 -0.01 0.01
C 0.19442 -0.68548 2.80001 0.01 -0.01 0.01
H 4.33027 -0.16445 1.76832 -0.01 -0.02 -0.01
C -4.88669 1.22571 2.42294 -0.01 0.02 -0.05
H -3.36736 -5.41902 -1.21818 -0.02 -0.03 0.00
H -0.50506 -0.03813 4.73460 -0.02 0.01 -0.01
C 0.51300 4.72252 -1.64558 0.05 -0.04 -0.09
H 2.27535 0.85620 2.15961 -0.04 -0.01 0.01
H 2.55926 -4.29606 -2.11697 0.00 0.00 0.00
C -2.02060 -0.05765 2.05501 -0.08 -0.05 0.06
H 3.40068 3.85764 1.16671 0.00 0.01 0.00
H -0.60100 3.10356 -3.23040 0.00 0.01 -0.02
C 2.60038 0.03739 -1.89889 -0.13 -0.08 -0.01
H 2.82319 7.21697 -1.21837 0.00 -0.01 0.00
C -4.00463 -3.56204 -0.55599 0.05 -0.05 -0.03
H -0.83605 -2.60968 -2.56474 0.05 -0.03 0.01
H 4.42341 1.82963 -1.17845 0.00 -0.01 0.01
H -0.86255 1.40901 -2.93956 0.00 -0.02 -0.01
C -3.98419 1.39380 1.39169 -0.08 -0.08 -0.08
H -2.94529 2.92047 -2.77129 0.00 -0.01 0.00
C 1.91854 -1.12212 -2.32870 0.02 -0.04 0.04
H 3.14573 2.33818 2.06415 0.04 0.01 0.00
H 0.68670 -1.99147 -3.90724 0.03 0.01 -0.01
C -2.50447 -4.01080 -2.46610 -0.03 -0.05 0.06
C -2.89072 1.40989 -1.27003 0.03 -0.08 -0.02
H -0.06099 -1.69976 3.13159 -0.01 -0.01 0.01
H 4.00047 5.83126 0.27187 0.00 0.01 -0.01
H 1.29152 3.52103 3.26878 -0.02 0.00 0.00
H 5.34428 0.61802 -0.31156 -0.02 -0.01 -0.01
H -5.73114 1.90558 2.39237 0.00 -0.01 0.00
C 2.00526 -2.30324 -1.57111 0.02 0.01 0.01
C 1.65317 3.32603 0.13329 0.02 0.04 -0.10
H -2.15399 -5.01652 0.75479 0.01 0.01 0.01
N -2.95949 -4.49245 -1.11436 0.03 0.07 0.01
H -2.40537 -1.87315 -2.86337 0.01 0.01 0.00
H 1.17522 -0.79191 2.32908 0.02 0.01 -0.01
C 4.35688 1.07678 -0.40053 0.01 0.02 0.01
```
Forces are in eV/Å.

Computed properties:
Calculated total energy (Ha): -2647.22588
Charge: +2
Kohn-Sham gap (eV): 7.24

Results of the Mulliken charge analysis, in e, for atoms 1 through 8: atom 1 (C): -0.762, atom 2 (H): 0.315, atom 3 (Sc): -1.551, atom 4 (C): -2.536, atom 5 (C): -0.673, atom 6 (H): 0.454, atom 7 (H): 0.354, atom 8 (H): 0.417